Record 1
The following is a DFT calculation (wB97M-V/def2-TZVPD) of a structure of composition C15H25BF2FeNO6 in a non-equilibrium geometry.

Positions of all 51 atoms, in Å:
Fe: -0.0979 0.4578 -0.0745
C: -1.9590 1.8416 -2.3232
C: -2.8636 1.9039 -1.1059
O: -2.0204 1.8477 0.0608
C: -2.9098 1.2641 1.1103
C: -2.0518 1.0049 2.3283
O: -0.8906 0.1722 1.9960
C: 0.1168 0.1849 3.0267
C: 1.1477 1.1854 2.5954
O: 1.4602 1.1133 1.2225
C: 2.7748 1.5019 0.7491
C: 4.0707 1.2845 -1.5690
O: 1.5196 0.6637 -1.2522
C: 1.3438 0.2646 -2.6366
C: 0.1391 0.9666 -3.1690
O: -0.9159 0.8565 -2.2094
H: -1.4796 2.8179 -2.6307
H: -2.5640 1.4972 -3.1955
H: -3.4982 0.9974 -1.0863
H: -3.4761 2.8179 -1.1507
H: -3.5004 0.3845 0.7726
H: -3.6145 2.0873 1.2966
H: -2.5479 0.4751 3.1594
H: -1.7178 1.9314 2.7950
H: 0.4772 -0.8446 2.9550
H: -0.3212 0.4907 3.9534
H: 2.1073 1.0980 3.1777
H: 0.7259 2.1834 2.8090
H: 3.5143 1.1833 1.4988
H: 2.8125 2.5642 0.5906
H: 4.5854 2.0791 -0.9640
H: 4.7981 0.5198 -1.9208
H: 1.2459 -0.8496 -2.6948
H: 2.2200 0.6542 -3.2140
H: -0.1632 0.4703 -4.0876
H: 0.3947 2.0112 -3.3977
O: -1.4097 -1.1672 -0.2954
N: -1.0139 -2.3035 0.2671
C: 0.2329 -2.8071 -0.0899
C: 0.5733 -4.0677 0.1959
C: -0.3655 -4.9287 0.8309
C: -1.6158 -4.4166 1.1753
C: -1.9401 -3.0778 0.8679
H: 0.7751 -2.0806 -0.7029
H: 1.6363 -4.2816 -0.0082
H: -0.1133 -5.9701 1.0390
H: -2.2549 -4.9978 1.8434
H: -2.8859 -2.6494 1.1596
F: 3.5408 1.8575 -2.7228
B: 2.9138 0.6109 -0.6441
F: 3.0646 -0.8025 -0.3307

## Properties
2S+1 = 6
E_LUMO (spin up / spin down) = 0.3 / 0.3 eV

Results of the Mulliken charge analysis, in e, for atoms 1 through 6: number 1, Fe, carries 1.61; number 2, C, carries -0.57; number 3, C, carries -0.61; number 4, O, carries -0.34; number 5, C, carries -0.71; number 6, C, carries -0.73


Record 2
The following is a DFT calculation (wB97M-V/def2-TZVPD) of a cluster of 7 separate species, C15H25BrN6O3S in total in a non-equilibrium geometry.

Positions of all 51 atoms, in Å:
C: -3.0997 5.1300 -3.0967
C: -2.6978 3.7275 -3.5275
Br: -3.5800 3.2194 -5.2157
C: -3.0576 2.7032 -2.4784
O: -2.5881 1.3910 -2.8218
S: -1.0968 1.0890 -2.2276
O: -0.1249 1.9583 -2.8388
O: -0.7325 -0.3847 -2.8499
H: -3.8014 5.1106 -2.2726
H: -3.4634 5.7131 -3.9300
H: -2.2020 5.6165 -2.7283
H: -1.6390 3.6875 -3.7334
H: -2.7729 3.0338 -1.4684
H: -4.1405 2.6458 -2.4647
H: -0.5589 -0.2138 -3.7934
C: -3.5835 -1.7475 -1.1681
C: -4.7178 -2.3363 -0.4570
N: -5.6020 -2.7951 0.0985
H: -2.6744 -1.8783 -0.5844
H: -3.4592 -2.2326 -2.1334
H: -3.7583 -0.6848 -1.3243
C: -1.6469 3.2271 1.8918
C: -1.4156 3.9581 0.6463
N: -1.2361 4.5316 -0.3181
H: -0.9709 3.5924 2.6614
H: -2.6745 3.3730 2.2185
H: -1.4667 2.1655 1.7343
C: 2.1006 -1.2955 -0.9607
C: 2.2567 -0.7108 0.3703
N: 2.3747 -0.2563 1.4102
H: 2.8048 -0.8366 -1.6512
H: 2.2951 -2.3649 -0.9191
H: 1.0884 -1.1302 -1.3206
C: 5.9010 -2.9004 0.8753
C: 5.6265 -2.5525 -0.5208
N: 5.4158 -2.2799 -1.6087
H: 6.7138 -3.6135 0.9248
H: 6.1735 -2.0077 1.4284
H: 5.0125 -3.3398 1.3246
C: -5.3998 -3.6093 3.3650
C: -5.3427 -3.1995 4.7688
N: -5.2957 -2.8790 5.8623
H: -6.3961 -3.9727 3.1256
H: -5.1697 -2.7642 2.7223
H: -4.6779 -4.4025 3.1829
C: 9.0791 -1.1418 3.4079
C: 8.4905 -2.4424 3.0907
N: 8.0293 -3.4550 2.8414
H: 9.4640 -0.6816 2.5004
H: 8.3231 -0.4933 3.8455
H: 9.8937 -1.2710 4.1169

## Properties
E_LUMO = 0.1 eV

Results of the Mulliken charge analysis, in e, for atoms 1 through 6: number 1, C, carries -1.21; number 2, C, carries 0.35; number 3, Br, carries -0.18; number 4, C, carries -0.85; number 5, O, carries -0.24; number 6, S, carries 0.78


Record 3
The following is a DFT calculation (wB97M-V/def2-TZVPD) of a structure of composition C15H25CdN7O10P2S.

Positions of all 61 atoms, in Å:
Cd: -1.2383 1.4992 -1.3929
N: -4.9776 0.7455 1.0568
C: -4.7984 1.1523 -0.3935
C: -6.1639 1.2430 -1.0541
P: -3.9545 2.8165 -0.3767
O: -3.0532 2.6211 0.9897
O: -4.9607 3.8618 -0.1286
O: -2.9991 2.8256 -1.5398
P: -3.7320 -0.1532 -1.1463
O: -4.4863 -1.4803 -0.5930
O: -2.4342 -0.0548 -0.3567
O: -3.7354 -0.0611 -2.6132
H: -5.5110 1.4545 1.5626
H: -4.0507 0.6676 1.4862
H: -5.4516 -0.1589 1.1043
H: -6.7672 2.0268 -0.5945
H: -6.6894 0.2859 -1.0060
H: -6.0256 1.4950 -2.1043
H: -3.1550 3.4096 1.5450
H: -4.8975 -1.9618 -1.3259
O: 0.5320 0.5973 -2.2504
N: 1.1880 1.4468 -2.9811
C: 2.4686 1.2263 -3.0841
C: 3.1081 0.2000 -2.3191
N: 3.6181 -0.6237 -1.7036
C: 3.2498 2.0986 -3.9063
N: 3.8840 2.7910 -4.5683
N: 0.2075 3.1371 -0.5537
C: 0.9523 2.4368 0.4769
C: 2.3359 2.4357 0.5423
C: 2.9802 1.6225 1.4703
C: 2.2435 0.8335 2.3388
C: 0.8556 0.8776 2.3054
C: 0.2160 1.6694 1.3711
S: 3.0109 -0.3449 3.4560
O: 1.9490 -1.3202 3.6808
O: 4.0875 -0.9353 2.6377
O: 3.4622 0.4046 4.5956
H: 0.8122 3.3276 -1.3488
H: -0.1639 4.0262 -0.2376
H: 2.9144 3.0428 -0.1458
H: 4.0615 1.5779 1.4991
H: 0.2943 0.2558 2.9885
H: -0.8679 1.6763 1.3388
N: 3.1912 -2.3195 0.6432
C: 1.7188 -2.3592 0.8786
C: 1.0308 -2.9650 -0.3382
N: 1.5562 -4.2732 -0.7108
C: 3.0023 -4.2462 -0.8672
C: 3.7417 -3.6608 0.3316
H: 3.6977 -1.8549 1.4376
H: 3.3813 -1.6860 -0.1358
H: 1.3807 -1.3471 1.0818
H: 1.5625 -2.9492 1.7807
H: 1.1441 -2.2883 -1.1932
H: -0.0377 -3.0462 -0.1394
H: 1.2820 -4.9743 -0.0334
H: 3.2367 -3.6458 -1.7518
H: 3.3698 -5.2545 -1.0564
H: 4.8061 -3.5462 0.1285
H: 3.6174 -4.2776 1.2223

## Properties
E_LUMO = -0.5 eV
ΔE to the lowest compared entry with this formula, charge and spin = 0.1209 eV

Results of the Mulliken charge analysis, in e, for atoms 1 through 6: number 1, Cd, carries 1.64; number 2, N, carries -0.27; number 3, C, carries 0.64; number 4, C, carries -1.76; number 5, P, carries 1.01; number 6, O, carries -0.45


Record 4
The following is a DFT calculation (wB97M-V/def2-TZVPD) of a structure of composition C15H25Cl2FN8O13S in a non-equilibrium geometry.

Positions of all 65 atoms, in Å:
C: 1.0098 -1.3854 -0.6543
C: 0.3442 -0.0692 -1.1988
Cl: -0.1196 -0.1765 -2.9393
C: -0.8011 0.4628 -0.2603
Cl: -0.4947 0.0937 1.4997
C: -2.2332 0.0839 -0.6574
C: -3.2737 1.1246 -0.4583
C: -4.6014 0.9094 -0.7341
F: -5.5059 1.9339 -0.4925
C: -5.0930 -0.3449 -1.2646
N: -6.3413 -0.7161 -1.5856
S: -6.1739 -2.2781 -2.0818
N: -4.5604 -2.5219 -1.9464
C: -4.0558 -1.3732 -1.4660
C: -2.6479 -1.1426 -1.1482
O: -1.7622 -2.1783 -1.3331
H: 1.3940 -2.0214 -1.4690
H: 1.7972 -1.1429 0.0862
H: 0.2756 -1.9983 -0.0960
H: 1.1523 0.6862 -1.1410
H: -0.7517 1.5703 -0.3194
H: -2.9966 2.1074 -0.0423
H: -1.7020 -2.3168 -2.2950
C: 2.6583 -5.6979 0.3056
N: 2.1712 -4.3845 -0.1958
O: 2.1490 -3.4593 0.5917
O: 1.8314 -4.3384 -1.3607
H: 2.9250 -5.5928 1.3521
H: 1.8512 -6.4153 0.1815
H: 3.5249 -5.9740 -0.2894
C: 4.4173 1.1738 1.0727
N: 4.1154 0.8380 -0.3444
O: 4.7514 -0.0592 -0.8608
O: 3.2475 1.4884 -0.8939
H: 5.2061 0.5168 1.4275
H: 4.7371 2.2125 1.1010
H: 3.5042 1.0275 1.6457
C: 6.1194 1.3653 -3.2137
N: 6.7795 2.2317 -4.2280
O: 6.9399 1.7718 -5.3403
O: 7.1122 3.3422 -3.8666
H: 5.8793 0.4118 -3.6717
H: 6.8180 1.2344 -2.3912
H: 5.2160 1.8733 -2.8854
C: -5.5756 1.6295 2.7780
N: -4.7569 1.4700 4.0096
O: -4.6866 2.4197 4.7648
O: -4.2142 0.3962 4.1730
H: -5.9934 2.6279 2.7692
H: -4.9238 1.4859 1.9207
H: -6.3631 0.8829 2.8072
C: -9.4305 4.2851 2.9411
N: -8.6661 3.0100 2.9928
O: -8.3245 2.5156 1.9362
O: -8.4366 2.5522 4.0929
H: -9.5591 4.5711 1.9024
H: -10.3918 4.1095 3.4167
H: -8.8555 5.0331 3.4810
C: 8.3986 -1.5236 -0.4345
N: 7.2855 -1.2587 0.5153
O: 7.2126 -0.1445 0.9999
O: 6.5269 -2.1747 0.7400
H: 8.9908 -0.6201 -0.5373
H: 8.9952 -2.3328 -0.0217
H: 7.9554 -1.8072 -1.3858

## Properties
E_LUMO = -0.8 eV

Results of the Mulliken charge analysis, in e, for atoms 1 through 6: number 1, C, carries -1.48; number 2, C, carries 0.47; number 3, Cl, carries -0.20; number 4, C, carries -0.54; number 5, Cl, carries -0.19; number 6, C, carries 0.67


Record 5
The following is a DFT calculation (wB97M-V/def2-TZVPD) of a structure of composition C15H25N2O3Pd in a non-equilibrium geometry.

Positions of all 46 atoms, in Å:
Pd: -0.9781 1.6410 0.3422
N: -2.1880 0.0420 0.4267
C: -3.4258 0.2255 -0.3828
C: -3.8995 1.7162 -0.2976
O: -5.0536 2.0679 -0.5493
N: -2.8611 2.5286 -0.0303
C: -3.0390 3.9994 0.1272
C: -1.6108 4.5617 -0.0633
O: -1.3783 5.7384 -0.3494
O: -0.7057 3.6697 -0.1493
H: -1.5620 -0.7448 0.1848
H: -2.3570 -0.1011 1.4387
H: -4.2282 -0.4073 0.0703
H: -3.2282 -0.1092 -1.4097
H: -3.3075 4.2386 1.2044
H: -3.7964 4.4057 -0.6007
C: 1.9432 0.9503 2.0344
C: 1.9144 1.1769 0.5835
C: 3.1711 0.4734 0.1003
C: 2.1148 2.7688 0.3488
C: 0.8241 0.6610 -0.4679
H: 2.7256 1.5892 2.5287
H: 2.1156 -0.0813 2.3268
H: 1.0289 1.1857 2.5802
H: 4.1458 0.8579 0.6254
H: 3.5038 0.5276 -0.9323
H: 3.0836 -0.5537 0.4602
H: 2.7852 3.2654 1.0751
H: 1.1395 3.2807 0.3664
H: 2.5582 2.9913 -0.6640
H: 0.8575 1.0679 -1.5182
C: -0.5122 -3.6166 -1.7009
C: 0.5597 -3.4524 -0.5625
C: 2.0360 -3.7336 -0.9709
C: 0.4798 -4.2630 0.7118
C: 0.5632 -1.9650 -0.5001
C: 0.4263 -0.7238 -0.4203
H: -1.2397 -2.7967 -1.7469
H: -1.0997 -4.4881 -1.4574
H: -0.0237 -3.7958 -2.6905
H: 2.0781 -4.7805 -1.3327
H: 2.7554 -3.6397 -0.1811
H: 2.3034 -3.1448 -1.8913
H: 0.6291 -5.3912 0.7171
H: -0.4864 -4.0186 1.2358
H: 1.2384 -3.8237 1.3806

## Properties
2S+1 = 5
E_LUMO (spin up / spin down) = 2.7 / 0.6 eV
ΔE to the lowest compared entry with this formula, charge and spin = 0.9582 eV
total charge = -1

Results of the Mulliken charge analysis, in e, for atoms 1 through 6: number 1, Pd, carries -0.79; number 2, N, carries 0.48; number 3, C, carries -0.42; number 4, C, carries 0.21; number 5, O, carries -0.70; number 6, N, carries 0.15


Record 6
The following is a DFT calculation (wB97M-V/def2-TZVPD) of a structure of composition C15H25N3O5S2 in a non-equilibrium geometry.

Positions of all 50 atoms, in Å:
C: 2.5227 -1.1693 3.8920
H: 1.6820 -0.5332 4.2767
C: 2.5869 -0.9874 2.2399
N: 1.4323 -1.6131 1.7862
C: 0.5068 -0.7345 1.5056
C: 0.1956 0.3453 2.0320
C: -0.8838 1.1380 1.6702
C: -1.5087 0.9049 0.5042
C: -1.3739 -0.3727 -0.0810
C: -0.5094 -1.1945 0.3507
N: -0.3010 -2.5124 -0.6622
S: 1.0794 -2.3824 -1.6314
O: 1.8009 -1.0482 -1.1289
O: 1.5104 -3.6448 -1.7110
C: 0.1671 -1.9696 -3.1109
H: -0.6853 -2.9802 -3.2437
H: 0.6989 -1.8931 -3.7803
H: -0.5645 -1.1607 -2.9597
H: -0.4108 -3.2164 -0.2047
H: -2.2420 -0.7502 -0.9000
S: -2.6860 2.0329 -0.1598
O: -3.2378 2.7873 0.7588
O: -3.8279 1.2393 -0.9979
N: -2.0048 2.6958 -1.3560
C: -0.6223 3.7934 -0.9876
H: -1.3239 4.3709 -0.0633
C: -0.4566 4.7092 -1.8071
H: 0.4558 5.2656 -1.8360
O: -0.0341 3.7781 -3.0130
C: -1.0553 3.0248 -3.5252
H: -0.4731 2.4723 -4.4931
C: -1.3113 2.1028 -2.4151
H: -2.2965 1.4534 -2.8344
H: -0.5818 1.4427 -2.0277
H: -1.8345 3.5950 -3.8260
H: -1.2849 5.2257 -2.4841
H: 0.1418 3.2607 -0.4799
H: -1.1110 2.0808 1.9641
H: 0.8833 0.6689 2.6925
C: 1.3940 -3.3116 1.6636
C: 0.0003 -3.6763 2.5360
H: 0.0454 -5.0249 2.4057
H: 0.2514 -3.4881 3.6176
H: -0.7687 -3.3069 2.2413
H: 1.5653 -3.5819 0.6967
H: 2.2336 -3.3314 2.2444
H: 3.3953 -1.5650 2.0686
H: 2.5971 0.0652 2.1342
H: 3.6112 -0.6512 4.2037
H: 2.6323 -2.3531 4.2353

## Properties
E_LUMO = 0.4 eV
ΔE to the lowest compared entry with this formula, charge and spin = 19.7897 eV

Results of the Mulliken charge analysis, in e, for atoms 1 through 6: number 1, C, carries -0.75; number 2, H, carries 0.25; number 3, C, carries -1.41; number 4, N, carries -0.01; number 5, C, carries 1.34; number 6, C, carries -0.59